Record 1
ORCA calculation (ωB97M-V/def2-TZVPD) on a structure of composition C4H7N3O in a non-equilibrium geometry.

Cartesian coordinates (Å):
C  1.88915  -0.73765  0.63499
C  1.19119  -0.00492  -0.60335
C  -2.33980  -0.07225  0.31034
C  -1.12471  0.56221  -0.27435
H  0.85923  -0.51475  1.55043
H  2.25400  -2.04557  0.45411
H  2.95686  0.78516  0.77693
H  1.25628  1.18186  -0.33321
H  1.84330  -0.25354  -1.69966
H  -3.26966  0.31539  0.80370
H  -1.58950  2.41690  -0.24473
N  -0.20540  -0.42354  -0.69486
N  -2.17819  -1.39440  0.08455
N  -0.72322  1.77489  -0.15494
O  -0.81953  -1.58979  -0.60995

As for the HOMO-LUMO gap: 7.8 eV. The LUMO energy comes out at -0.016 hartree. Its multiplicity is 1.



Record 2
ORCA calculation (ωB97M-V/def2-TZVPD) on an isolated molecule of C4H7N3O in a non-equilibrium geometry.

Cartesian coordinates (Å):
H  -1.12724  -1.92357  -1.18496
N  -0.49099  -1.13751  -1.34506
C  -0.28490  -0.57308  -0.24368
N  -1.18511  -1.37231  0.95752
C  -0.57171  -2.00892  1.86749
N  0.02502  0.62671  0.24460
O  0.64938  0.66218  1.49089
C  0.91247  1.42921  -0.90776
C  0.46027  1.88313  -2.06632
H  -1.12142  -2.66361  2.56663
H  0.49930  -1.85444  2.10023
H  -0.09284  0.94554  2.05272
H  1.82922  1.78312  -0.44633
H  -0.44938  1.49101  -2.51218
H  0.94794  2.71255  -2.57379

The SMILES is [H]/N=C(\N=C)N(O)C=C. As for the HOMO-LUMO gap: 9.8 eV. The LUMO energy comes out at 0.027 hartree. Its multiplicity is 1.



Record 3
ORCA calculation (ωB97M-V/def2-TZVPD) on an isolated molecule of C4H7N3O in a non-equilibrium geometry.

Cartesian coordinates (Å):
N  -2.20404  -0.23829  0.01021
C  -0.76439  -0.06820  -0.36419
C  -0.23120  1.13836  0.41437
N  1.01255  1.80939  -0.02238
C  1.82294  0.83888  -0.19895
N  1.39506  -0.31323  0.48958
O  1.73528  -1.57603  -0.01862
C  0.07324  -0.27302  0.84395
H  -2.24703  -1.32397  0.15549
H  -2.77069  -0.06196  -0.88892
H  -0.34488  -0.17884  -1.31475
H  -1.14647  1.78509  0.71617
H  2.88765  0.85696  -0.52564
H  1.24651  -1.57961  -0.90477
H  -0.46453  -0.81554  1.60846

The SMILES is N[C@H]1[C@@H]2N=CN(O)[C@H]12. As for the HOMO-LUMO gap: 9.3 eV. The LUMO energy comes out at 0.021 hartree. Its multiplicity is 1.



Record 4
ORCA calculation (ωB97M-V/def2-TZVPD) on an isolated molecule of C4H7N3O2 in a non-equilibrium geometry.

Cartesian coordinates (Å):
C  1.46629  -0.61116  -1.33671
C  1.98443  0.07389  0.05379
C  0.66966  0.68563  0.38460
N  0.19403  1.86662  0.51139
N  -1.21334  1.65121  0.79503
C  -1.63516  0.37403  0.61765
N  -2.90811  -0.11688  0.59239
O  -3.07042  -1.58065  0.45346
O  -0.34069  -0.31914  0.44462
H  0.45367  -0.93395  -1.13802
H  2.04000  -1.48976  -1.33167
H  1.53713  -0.01732  -2.21439
H  2.86094  0.68570  0.05446
H  1.98117  -0.70944  0.83606
H  -1.83324  2.41207  0.48624
H  -2.18637  -1.97085  0.79111

The SMILES is CCc1n[nH]/c(=N/O)o1. As for the HOMO-LUMO gap: 9.2 eV. The LUMO energy comes out at 0.024 hartree. Its multiplicity is 1.



Record 5
ORCA calculation (ωB97M-V/def2-TZVPD) on a cluster of 2 separate species, C4H7N3O2S in total in a non-equilibrium geometry.

Cartesian coordinates (Å):
C  -0.29548  1.79593  2.70452
S  -0.09165  1.14282  1.20843
O  -0.71399  1.97501  0.19531
N  -1.49815  -0.29349  1.49148
O  -1.45612  -1.21581  0.61530
H  -0.74328  2.74462  2.86772
H  0.18575  1.06770  3.46582
H  -1.69774  -0.72191  2.41377
C  1.28399  0.35693  -1.35913
C  0.64475  -0.13730  -2.41219
N  0.19302  -1.42874  -2.10787
C  0.51554  -1.59430  -0.77963
N  1.21729  -0.56384  -0.31346
H  1.90249  1.29189  -1.33412
H  0.48209  0.22680  -3.39571
H  -0.29215  -2.05514  -2.81989
H  0.36363  -2.59118  -0.44036

The SMILES is C=S(=O)=[NH+][O-].c1c[nH]cn1. As for the HOMO-LUMO gap (spin up / spin down): 7.0 / 7.9 eV. The LUMO energy (spin up / spin down) comes out at -0.055 / -0.020 hartree. Its multiplicity is 1.



Record 6
ORCA calculation (ωB97M-V/def2-TZVPD) on an isolated molecule of C4H7N3O3S in a non-equilibrium geometry.

Cartesian coordinates (Å):
C  -1.49949  -1.32814  1.03991
O  -1.10170  -0.56024  -0.11421
N  -1.24660  0.76771  0.00307
N  -2.35806  1.44220  0.15343
N  -2.04408  2.66782  0.22604
C  -0.76464  2.89728  -0.01331
C  -0.15306  1.65565  -0.15705
S  1.44689  0.98606  0.24017
C  1.86513  -0.11483  -1.06457
O  2.30262  2.12013  0.20741
O  1.22996  0.25523  1.46970
H  -0.69538  -1.29897  1.68730
H  -1.78216  -2.36493  0.63735
H  -2.41082  -1.01377  1.51956
H  -0.46568  3.90447  0.15332
H  1.96551  0.26647  -2.09184
H  2.94126  -0.46975  -0.85256
H  1.05174  -0.78800  -0.77610

The SMILES is COn1nncc1S(C)(=O)=O. As for the HOMO-LUMO gap: 10.9 eV. The LUMO energy comes out at 0.019 hartree. Its multiplicity is 1.



no.,M (g/mol)
1,113.120
2,113.120
3,113.120
4,129.119
5,161.186
6,177.185